Entry 1:
{
  "formula": "C7H12NO2",
  "method": "ωB97M-V with the def2-TZVPD basis set",
  "lumo_ha": -0.1292,
  "charge": 1,
  "mol_weight_g_mol": 142.178,
  "de_lowest_kj_mol": 448.1,
  "elements": ["C", "C", "C", "C", "C", "C", "C", "N", "O", "O", "H", "H", "H", "H", "H", "H", "H", "H", "H", "H", "H", "H"],
  "positions_angstrom": [[-0.69, 0.38, 1.26], [-2.82, -1.00, -0.09], [2.40, -0.59, -0.77], [0.58, 0.85, 0.55], [-1.57, -0.36, 0.32], [1.19, -0.49, -0.01], [0.48, 2.07, -0.33], [0.03, -1.40, -0.26], [-2.22, 0.13, -0.73], [2.31, -1.08, 0.52], [-0.49, -0.30, 2.11], [-1.14, 1.28, 1.68], [-2.73, -1.92, -0.51], [-3.80, -0.90, 0.37], [2.58, -1.19, -1.72], [3.04, 0.25, -0.84], [1.25, 1.12, 1.33], [0.35, 2.84, 0.25], [-0.22, 1.97, -1.21], [1.56, 2.14, -0.80], [0.11, -2.26, 0.17], [-0.19, -1.54, -1.28]],
  "lowdin_charge": [-0.0623, 0.0302, -0.0739, -0.2511, -0.1783, -0.4154, -0.0076, 0.2210, 0.1174, 0.0858, 0.1574, 0.1518, 0.0897, 0.1431, 0.1594, 0.1116, 0.1462, 0.0281, 0.1115, 0.1356, 0.1141, 0.1857]
}

***

Entry 2:
{
  "formula": "C21H19F2O5S2",
  "method": "ωB97M-V with the def2-TZVPD basis set",
  "lumo_ha": 0.0558,
  "charge": -1,
  "mol_weight_g_mol": 453.508,
  "de_lowest_kj_mol": 0.0,
  "elements": ["C", "C", "O", "C", "C", "F", "C", "S", "C", "S", "C", "C", "C", "O", "C", "C", "C", "C", "C", "F", "C", "C", "C", "C", "C", "O", "H", "H", "H", "H", "H", "H", "H", "H", "H", "H", "H", "H", "H", "H", "H", "H", "C", "C", "O", "O", "H", "H", "H"],
  "positions_angstrom": [[1.40, -3.80, 2.85], [2.41, -3.41, 1.79], [1.66, -3.10, 0.60], [2.21, -2.19, -0.24], [3.46, -2.41, -0.81], [4.08, -3.56, -0.51], [4.07, -1.51, -1.67], [5.69, -1.92, -2.26], [3.42, -0.31, -1.97], [4.28, 0.90, -2.94], [2.15, -0.07, -1.42], [1.55, -1.01, -0.57], [0.18, -0.72, 0.00], [-0.59, -1.64, 0.24], [-0.14, 0.70, 0.23], [-1.05, 1.12, 1.20], [-1.79, 0.16, 2.10], [-3.09, -0.34, 1.42], [-3.41, -1.78, 1.78], [-4.78, -1.97, 2.02], [-1.32, 2.48, 1.31], [-0.76, 3.40, 0.45], [0.12, 2.98, -0.53], [0.45, 1.64, -0.63], [1.37, 1.19, -1.69], [1.51, 1.80, -2.73], [0.58, -4.35, 2.39], [1.00, -2.93, 3.35], [1.87, -4.43, 3.61], [3.11, -4.22, 1.58], [2.98, -2.53, 2.09], [5.29, -2.71, -3.27], [3.37, 1.04, -3.91], [-2.03, 0.67, 3.03], [-1.14, -0.69, 2.32], [-3.91, 0.32, 1.71], [-2.98, -0.24, 0.34], [-2.87, -2.10, 2.67], [-3.12, -2.45, 0.97], [-2.05, 2.81, 2.04], [-1.07, 4.43, 0.53], [0.56, 3.69, -1.23], [-3.28, 4.01, -2.96], [-3.19, 3.66, -1.46], [-3.08, 2.44, -1.18], [-3.22, 4.63, -0.67], [-3.24, 3.12, -3.58], [-4.22, 4.54, -3.16], [-2.46, 4.68, -3.23]],
  "lowdin_charge": [-0.0591, -0.2231, -0.0334, -0.1601, -0.2318, 0.0620, -0.5499, 0.7866, -0.5239, 0.8115, -0.0788, 0.0228, -0.2341, 0.1271, -0.0395, -0.1495, -0.1473, -0.1480, -0.2051, -0.0808, -0.0086, -0.0477, 0.0107, -0.0837, -0.2868, 0.0644, 0.0842, 0.0740, 0.0723, 0.1118, 0.1315, -0.1143, -0.1104, 0.1145, 0.0970, 0.1223, 0.1158, 0.1087, 0.1091, 0.1255, 0.1046, 0.1237, -0.0536, -0.7847, -0.0785, -0.1053, 0.0504, 0.0533, 0.0542]
}

***

Entry 3:
{
  "formula": "C5H9FO2S",
  "method": "ωB97M-V with the def2-TZVPD basis set",
  "lumo_ha": [-0.0039, -0.0038],
  "mol_weight_g_mol": 152.190,
  "de_lowest_kj_mol": 26.2,
  "elements": ["C", "C", "C", "C", "C", "O", "O", "F", "S", "H", "H", "H", "H", "H", "H", "H", "H", "H"],
  "positions_angstrom": [[0.34, 1.15, 1.19], [0.40, -0.78, -0.64], [-0.91, 0.62, 0.55], [0.43, -2.20, -0.36], [-1.57, 1.26, -0.57], [2.46, -0.38, 0.92], [2.08, 1.35, -0.77], [-1.82, -0.23, 1.19], [1.53, 0.34, 0.11], [0.29, 2.15, 1.40], [0.45, 0.63, 2.13], [0.13, -0.42, -1.57], [0.73, -2.82, -1.29], [-0.46, -2.63, 0.18], [1.22, -2.31, 0.33], [-2.17, 0.69, -1.25], [-0.84, 1.57, -1.21], [-2.30, 2.01, -0.33]],
  "lowdin_charge": [-0.1425, -0.2500, -0.2806, -0.1257, -0.0424, -0.3004, -0.3086, 0.0218, 0.6449, 0.0833, 0.1152, 0.0649, 0.1210, 0.1074, 0.0407, 0.0993, 0.0539, 0.0976]
}

***

Entry 4:
{
  "formula": "C4H9O2",
  "method": "ωB97M-V with the def2-TZVPD basis set",
  "lumo_ha": 0.1633,
  "charge": -1,
  "mol_weight_g_mol": 89.114,
  "de_lowest_kj_mol": 170.8,
  "elements": ["C", "O", "C", "C", "C", "O", "H", "H", "H", "H", "H", "H", "H", "H", "H"],
  "positions_angstrom": [[0.18, -1.77, -0.58], [-0.30, -2.20, 0.62], [0.67, -0.31, -0.46], [-0.50, 0.54, 0.13], [-0.02, 1.96, 0.57], [-1.15, -0.11, 1.16], [-0.62, -1.74, -1.43], [0.96, -2.44, -0.97], [1.48, -0.32, 0.28], [0.87, 0.08, -1.48], [-1.13, 0.68, -0.78], [0.94, 1.79, 1.12], [-0.85, 2.48, 1.06], [0.28, 2.48, -0.34], [-0.81, -1.14, 1.10]],
  "lowdin_charge": [-0.4348, -0.2666, -0.1763, -0.5401, -0.0819, -0.1430, 0.1005, 0.0744, 0.1017, 0.1000, 0.1155, 0.0705, 0.0610, 0.0481, -0.0290]
}